w | Here is a 7-piece molecular cluster, C28H35F21O14 overall from the OMol25 dataset. Energies are from wB97M-V/def2-TZVPD.

structure (SMILES) = CCOC(=O)C(F)(F)F.CCOC(=O)C(F)(F)F.CCOC(=O)C(F)(F)F.CCOC(=O)C(F)(F)F.CCOC(=O)C(F)(F)F.CCOC(=O)C(F)(F)F.CCOC(=O)C(F)(F)F
gap between HOMO and LUMO = 11.4 eV
HOMO level = -11.2 eV

```
! RIJCOSX wB97M-V def2-TZVPD def2/J DEFGRID3
* xyz 0 1
C -2.928 -6.457 -6.518
C -2.568 -6.997 -5.145
O -2.455 -5.957 -4.165
C -1.501 -5.068 -4.267
O -0.618 -5.033 -5.077
C -1.484 -4.104 -3.052
F -1.770 -2.851 -3.431
F -2.364 -4.462 -2.105
F -0.267 -4.114 -2.510
H -3.971 -6.130 -6.501
H -2.887 -7.239 -7.276
H -2.269 -5.649 -6.815
H -1.604 -7.514 -5.191
H -3.300 -7.707 -4.777
C 1.326 -0.785 -3.740
C 0.584 -0.082 -4.881
O 0.001 -1.046 -5.766
C 0.784 -1.626 -6.650
O 1.939 -1.398 -6.850
C 0.011 -2.704 -7.448
F -0.128 -2.298 -8.725
F 0.711 -3.827 -7.469
F -1.203 -2.889 -6.953
H 0.821 -1.693 -3.422
H 1.336 -0.019 -2.965
H 2.322 -1.049 -4.087
H 1.213 0.618 -5.435
H -0.229 0.530 -4.493
C -5.116 -1.229 -0.193
C -6.373 -1.012 0.611
O -6.574 -2.154 1.457
C -7.067 -1.961 2.665
O -7.316 -0.918 3.187
C -7.353 -3.301 3.369
F -7.085 -3.206 4.670
F -8.645 -3.627 3.237
F -6.625 -4.295 2.858
H -5.042 -0.506 -1.010
H -5.096 -2.147 -0.790
H -4.276 -1.206 0.493
H -7.271 -0.828 0.021
H -6.238 -0.129 1.240
C 4.769 1.822 3.506
C 4.836 3.140 2.759
O 5.982 3.888 3.120
C 5.809 4.920 3.920
O 4.802 5.229 4.480
C 7.103 5.743 4.102
F 8.102 5.302 3.344
F 6.853 7.022 3.769
F 7.472 5.726 5.386
H 4.139 1.137 2.931
H 4.416 1.903 4.530
H 5.734 1.307 3.495
H 3.884 3.646 2.929
H 4.854 2.946 1.687
C 2.761 6.292 1.540
C 3.522 5.560 0.438
O 4.906 5.918 0.432
C 5.175 7.120 0.013
O 4.388 7.918 -0.396
C 6.684 7.441 0.090
F 7.371 6.472 0.708
F 7.168 7.579 -1.145
F 6.878 8.571 0.760
H 2.827 7.375 1.500
H 3.009 5.920 2.536
H 1.689 6.077 1.451
H 3.052 5.758 -0.524
H 3.411 4.519 0.720
C -0.875 -3.531 3.799
C -1.647 -2.951 4.974
O -1.890 -1.558 4.750
C -2.963 -1.179 4.106
O -3.907 -1.860 3.818
C -2.960 0.327 3.770
F -2.187 1.040 4.570
F -2.499 0.446 2.498
F -4.194 0.805 3.784
H -0.536 -4.527 4.078
H -0.018 -2.908 3.542
H -1.507 -3.547 2.909
H -1.018 -2.967 5.861
H -2.544 -3.536 5.163
C -1.468 -1.201 0.156
C -0.182 -0.709 -0.489
O 0.139 0.630 -0.128
C 0.569 0.808 1.104
O 0.915 -0.046 1.866
C 0.653 2.292 1.512
F 0.211 2.457 2.749
F 1.949 2.667 1.472
F -0.035 3.088 0.698
H -2.228 -0.430 0.230
H -1.251 -1.563 1.166
H -1.831 -2.099 -0.345
H -0.336 -0.729 -1.563
H 0.616 -1.403 -0.231
*
```

Results of the Mulliken charge analysis, in e, for atoms 1 through 5: atom 1 (C): -0.90, atom 2 (C): -0.23, atom 3 (O): -0.28, atom 4 (C): 0.07, atom 5 (O): -0.53

---

x | Here is a 7-piece molecular cluster, C28H35F21O14 overall from the OMol25 dataset. Energies are from wB97M-V/def2-TZVPD.

structure (SMILES) = CCOC(=O)C(F)(F)F.CCOC(=O)C(F)(F)F.CCOC(=O)C(F)(F)F.CCOC(=O)C(F)(F)F.CCOC(=O)C(F)(F)F.CCOC(=O)C(F)(F)F.CCOC(=O)C(F)(F)F
gap between HOMO and LUMO = 11.5 eV
HOMO level = -11.1 eV

```
! RIJCOSX wB97M-V def2-TZVPD def2/J DEFGRID3
* xyz 0 1
C 1.681 -2.546 -3.541
C 1.471 -3.239 -4.809
O 0.172 -2.916 -5.335
C 0.165 -2.268 -6.479
O 1.143 -1.812 -7.035
C -1.179 -2.248 -7.216
F -1.018 -2.727 -8.499
F -2.062 -3.045 -6.661
F -1.721 -0.995 -7.278
H 1.520 -1.468 -3.559
H 2.725 -2.510 -3.230
H 1.101 -2.945 -2.709
H 1.562 -4.299 -4.574
H 2.174 -3.081 -5.627
C -7.335 0.641 -2.200
C -6.325 -0.432 -1.965
O -5.053 0.072 -2.532
C -4.042 -0.805 -2.558
O -4.140 -2.063 -2.408
C -2.639 -0.208 -2.824
F -1.996 -0.700 -3.854
F -2.686 1.138 -2.800
F -1.892 -0.598 -1.789
H -7.060 1.502 -1.590
H -8.362 0.286 -2.113
H -7.160 0.998 -3.215
H -6.713 -1.265 -2.551
H -6.457 -0.536 -0.888
C -1.674 2.036 12.428
C -2.039 0.892 11.355
O -1.224 0.893 10.242
C 0.144 0.607 10.232
O 0.812 0.233 11.150
C 0.801 0.879 8.838
F 1.915 0.123 8.580
F -0.126 0.750 7.863
F 1.210 2.185 8.832
H -1.411 2.967 11.925
H -0.738 1.736 12.898
H -2.449 2.202 13.177
H -3.091 1.045 11.116
H -2.070 -0.090 11.828
C 4.864 5.621 -5.765
C 4.961 4.096 -5.960
O 3.646 3.558 -5.699
C 3.264 2.224 -5.938
O 3.967 1.268 -6.437
C 1.917 1.931 -5.365
F 1.961 0.907 -4.495
F 1.388 3.032 -4.812
F 1.035 1.621 -6.308
H 4.347 6.167 -6.555
H 5.917 5.898 -5.808
H 4.447 6.061 -4.860
H 5.626 3.641 -5.226
H 5.452 3.903 -6.914
C 1.096 0.915 -0.734
C 0.663 0.033 0.379
O 0.789 0.520 1.656
C 0.087 -0.090 2.680
O -0.692 -1.045 2.553
C 0.243 0.599 4.051
F -0.785 1.427 4.077
F 0.111 -0.285 5.061
F 1.405 1.225 4.112
H 2.163 1.118 -0.650
H 0.632 1.901 -0.697
H 0.922 0.601 -1.763
H 1.181 -0.918 0.255
H -0.389 -0.220 0.243
C 4.210 -5.281 -0.543
C 4.215 -4.266 -1.650
O 4.055 -3.015 -1.102
C 5.112 -2.313 -0.639
O 6.290 -2.499 -0.948
C 4.720 -1.183 0.396
F 5.370 -1.304 1.586
F 5.004 0.007 -0.091
F 3.464 -1.054 0.583
H 4.314 -6.271 -0.987
H 3.261 -5.386 -0.018
H 5.164 -5.172 -0.026
H 3.414 -4.438 -2.369
H 5.103 -4.431 -2.260
C -3.968 -1.295 1.883
C -4.648 0.059 2.136
O -3.808 1.178 2.460
C -3.034 1.788 1.538
O -2.903 1.405 0.343
C -2.477 3.126 2.036
F -3.193 4.106 1.447
F -2.536 3.325 3.371
F -1.170 3.249 1.594
H -4.691 -2.085 1.681
H -3.548 -1.685 2.811
H -3.268 -1.128 1.065
H -5.518 0.053 2.793
H -5.083 0.408 1.200
*
```

Results of the Mulliken charge analysis, in e, for atoms 1 through 5: atom 1 (C): -0.53, atom 2 (C): -0.55, atom 3 (O): -0.24, atom 4 (C): 0.52, atom 5 (O): -0.56

---

In order of decreasing stability: w, x.